# 1
Computed, not measured: 2 unconnected molecules or ions with the total composition C7H6FO2PS, with ωB97M-V with the def2-TZVPD basis set.

Properties
Kohn-Sham gap	9.57	eV
electronic energy	-34288.3732	eV
net charge	0
energy relative to the best compared isomer or geometry (same formula, charge and spin)	121.2	kJ/mol
M	204.16	g/mol

```
18
Properties=species:S:1:pos:R:3:forces:R:3
C 2.64497 -0.56723 -0.02623 -2.18 -0.89 -1.87
C 2.37012 0.82106 -0.03000 0.90 -4.13 0.69
C 1.61484 -1.56280 -0.22394 0.67 4.65 0.77
C 1.09604 1.21056 0.04402 -0.04 4.06 0.68
C 0.32078 -1.04010 -0.21435 1.25 -2.17 0.33
C 0.14650 0.30095 -0.06416 -3.81 -1.42 0.21
C -3.46978 -1.06098 -0.63130 -1.09 0.55 -1.17
O -1.45275 2.25107 -0.46524 -0.21 1.02 -0.33
O -1.99657 0.81930 1.47873 1.50 2.01 0.32
F -3.60198 -0.40280 -1.76425 0.34 -1.08 1.32
P -3.55588 -1.73245 0.74684 0.01 -0.27 -0.27
S -1.57013 0.84064 -0.13334 0.40 0.31 0.88
H 3.61838 -0.92378 -0.18105 1.49 -0.15 0.23
H 3.18774 1.42442 -0.01208 1.98 2.02 0.16
H 1.83995 -2.54544 -0.46361 0.36 -1.76 0.02
H 0.81598 2.27203 0.25868 0.23 -0.92 -0.69
H -0.46456 -1.77644 -0.17662 -0.67 0.30 -0.47
H -1.54366 1.67198 1.85791 -1.13 -2.11 -0.83
```
Positions in Å, forces in eV/Å.

# 2
Computed, not measured: a single C7H6N2 molecule, with ωB97M-V with the def2-TZVPD basis set.

Properties
Kohn-Sham gap	8.38	eV
electronic energy	-10333.6205	eV
net charge	0
energy relative to the best compared isomer or geometry (same formula, charge and spin)	255.4	kJ/mol
structure (SMILES)	[H]/N=C1\C=Cc2c[nH]cc21
M	118.14	g/mol

```
15
Properties=species:S:1:pos:R:3:forces:R:3
C 0.94642 -1.55760 -0.84843 1.45 1.15 1.71
C -1.02584 -0.61656 -1.47003 0.70 -0.80 -0.67
C 0.73199 -0.52699 0.01566 -2.34 0.25 -0.86
C -0.53049 0.04039 -0.37929 -0.88 2.30 2.44
C 1.25364 0.19538 1.12913 -1.76 2.20 0.19
C 0.46747 1.24644 1.51269 -1.11 -3.22 -2.31
C -0.83684 1.27353 0.86589 -0.67 -2.86 -4.69
N -1.97354 1.85105 0.90582 1.63 -0.23 0.98
N -0.05878 -1.61952 -1.73481 0.15 0.09 0.42
H 1.88137 -2.06310 -0.79957 0.15 -1.09 -0.83
H -1.86224 -0.58976 -2.18758 0.42 0.41 0.98
H 2.15848 0.10501 1.60649 2.15 -0.68 0.77
H 0.63748 1.94006 2.20158 1.24 2.57 3.05
H -1.94706 2.47132 1.72344 -0.30 0.23 -0.10
H 0.15794 -2.14965 -2.54100 -0.83 -0.30 -1.07
```
Positions in Å, forces in eV/Å.

# 3
Computed, not measured: 2 unconnected molecules or ions with the total composition C7H6N2O3, with ωB97M-V with the def2-TZVPD basis set.

Properties
Kohn-Sham gap	9.69	eV
electronic energy	-16471.0033	eV
net charge	0
energy relative to the best compared isomer or geometry (same formula, charge and spin)	777.8	kJ/mol
structure (SMILES)	[O-][N+]1=NO1.O=Cc1ccccc1
M	166.14	g/mol

```
18
Properties=species:S:1:pos:R:3:forces:R:3
C -1.73780 -1.56280 -0.28661 -2.20 -0.67 1.80
C -0.88940 -1.16700 -1.25986 0.45 1.21 0.31
C -1.88461 -0.74686 0.85714 -1.25 -0.97 -0.10
C -0.21492 0.01450 -1.10938 1.35 1.04 1.75
C -1.28373 0.50038 0.95410 -0.52 -0.68 2.50
C -0.35738 0.82988 0.03310 0.40 1.57 -2.22
C 0.46847 2.13256 0.05699 -0.78 0.64 0.79
N 3.07193 0.51735 0.83987 1.12 0.34 -0.50
N 2.74148 -0.38686 0.08878 0.77 0.31 0.52
O 2.93726 -1.08852 -0.83231 0.04 -0.13 -0.58
O 1.80996 -0.35989 1.08408 -1.31 -0.80 0.92
O 1.46718 2.28083 -0.58423 0.65 -0.47 -0.79
H -2.36496 -2.49667 -0.43375 1.00 1.19 0.52
H -0.73766 -1.78652 -2.06665 0.47 -1.14 -1.87
H -2.53924 -1.09497 1.67248 0.32 0.26 -0.49
H 0.70419 0.27870 -1.57413 0.18 0.03 -1.61
H -1.38759 1.05043 1.91008 -0.09 -0.10 -0.81
H 0.19682 3.08546 0.65027 -0.59 -1.62 -0.13
```
Positions in Å, forces in eV/Å.

# 4
Computed, not measured: a molecular structure, C7H6N2O4SYb, with ωB97M-V with the def2-TZVPD basis set.

Properties
Kohn-Sham gap (spin up / spin down)	7.77 / 6.91	eV
electronic energy	-60859.7294	eV
net charge	+3
energy relative to the best compared isomer or geometry (same formula, charge and spin)	53.7	kJ/mol
2S+1	2
M	387.24	g/mol
⟨S²⟩	0.7509

```
21
Properties=species:S:1:pos:R:3:forces:R:3
O -0.10819 -3.13156 -2.23308 -0.08 5.67 0.19
C -0.13035 -1.97707 -2.15511 0.16 -7.07 -0.38
Yb -0.23693 0.31045 -1.49540 0.55 0.32 0.38
O -3.02785 0.32919 -3.86469 3.46 0.08 1.99
C -2.06084 0.34560 -3.25751 -3.89 -0.08 -2.34
C 1.59196 0.35837 -3.18300 3.48 0.04 -2.21
O 2.57678 0.38762 -3.75745 -3.25 -0.08 1.78
C -0.21452 2.66003 -2.16183 -0.07 3.78 -0.07
O -0.18607 3.79027 -2.23793 -0.02 -2.96 0.02
S 1.93645 0.82477 -0.20505 -1.02 -0.02 -0.06
C 0.87655 0.20381 1.01099 1.92 -1.33 1.67
N -0.51057 0.15200 1.02054 -0.79 0.98 -1.62
C -0.97091 -0.33485 2.35128 -1.20 -0.41 0.04
C 0.29302 -0.81743 3.01320 0.43 -0.55 0.91
N 1.33420 -0.50721 2.04124 -0.36 1.45 -1.39
H -1.09625 0.93778 0.67378 0.82 0.17 1.13
H -1.69358 -1.12846 2.18842 -0.04 -0.07 0.11
H -1.46176 0.46091 2.91078 0.10 0.13 -0.18
H 0.25861 -1.88528 3.21022 0.13 -0.09 0.04
H 0.49697 -0.29174 3.94601 0.04 -0.08 0.02
H 2.33327 -0.68720 2.18458 -0.38 0.12 -0.01
```
Positions in Å, forces in eV/Å.

# 5
Computed, not measured: a molecular structure, C7H6N3S, with ωB97M-V with the def2-TZVPD basis set.

Properties
Kohn-Sham gap (spin up / spin down)	6.96 / 6.96	eV
electronic energy	-22650.4899	eV
net charge	+1
energy relative to the best compared isomer or geometry (same formula, charge and spin)	104.2	kJ/mol
M	164.21	g/mol

```
17
Properties=species:S:1:pos:R:3:forces:R:3
C 1.85871 1.47302 -0.73261 -0.15 -0.13 0.05
C 1.85294 1.56201 0.65285 -0.06 -0.06 0.23
C 1.00919 0.60537 -1.40366 -0.12 -0.17 -0.01
C 1.00632 0.76197 1.40920 0.19 0.25 0.02
C 0.12144 -0.15655 -0.66289 0.14 0.48 0.25
C 0.12157 -0.05557 0.74011 -0.33 -0.51 -0.10
C -1.48624 -1.67396 -0.15461 -0.05 0.52 0.14
N -2.45473 -1.40444 1.67885 -0.50 0.15 1.76
N -0.85062 -1.01830 -1.15503 0.03 -0.51 -0.69
N -2.71099 -1.54585 0.36460 0.69 -0.36 -0.88
S -0.78009 -1.43273 1.50950 -0.02 0.17 -0.78
H 2.54028 2.08468 -1.30224 0.06 0.05 -0.06
H 2.51272 2.25346 1.15120 0.07 0.05 0.05
H 1.03770 0.52067 -2.47805 0.01 0.01 -0.14
H 1.01124 0.80959 2.48598 0.04 0.00 0.14
H -1.14975 -1.01982 -2.11920 -0.01 -0.05 0.07
H -3.63969 -1.76354 0.01598 -0.01 0.10 -0.05
```
Positions in Å, forces in eV/Å.

# 6
Computed, not measured: a gas-phase ion, C7H6NO3S2 (charge -1), with ωB97M-V with the def2-TZVPD basis set.

Properties
Kohn-Sham gap	7.80	eV
electronic energy	-36656.4389	eV
net charge	-1
energy relative to the best compared isomer or geometry (same formula, charge and spin)	293.8	kJ/mol
structure (SMILES)	[H]/N=C1/C#C[C@@H](C)[C@H](S(=O)(=O)[O-])C1=S
M	216.26	g/mol

```
19
Properties=species:S:1:pos:R:3:forces:R:3
C 0.02877 -1.71093 1.27392 3.58 2.06 1.51
C 0.90047 -0.83145 1.24681 -1.70 -2.24 0.15
C -1.05602 -1.98565 0.45217 0.78 1.24 -1.07
C -0.90416 -0.94226 -0.73597 -1.55 -1.97 -0.25
C 1.11110 0.39732 0.49633 -1.74 -0.66 -1.19
C -0.06804 0.17730 -0.65308 2.02 3.45 0.55
C 2.47793 0.66501 -0.07105 -0.49 -2.99 0.28
N -1.92625 -2.85144 0.57005 0.94 -1.48 2.83
O -1.26074 1.36408 1.49298 0.56 0.33 1.75
O -0.40271 2.71180 -0.45096 0.29 0.56 0.99
O -2.45693 1.48011 -0.52196 -2.59 -0.09 -1.41
S -1.91210 -1.14167 -1.99643 -0.08 -0.25 -0.33
S -1.19969 1.62626 0.09147 0.90 -0.31 -2.25
H 0.66545 1.17740 1.13164 1.19 -0.04 -0.12
H 0.24264 0.63806 -1.65955 -0.57 -0.88 1.62
H 2.79649 -0.27479 -0.62896 -0.12 1.18 0.64
H 3.04913 0.76236 0.82902 1.17 0.50 0.05
H 2.46665 1.47222 -0.73687 0.19 1.40 -0.65
H -2.55197 -2.73371 -0.12956 -2.79 0.18 -3.11
```
Positions in Å, forces in eV/Å.

# 7
Computed, not measured: a single C7H6NP molecule, with ωB97M-V with the def2-TZVPD basis set.

Properties
Kohn-Sham gap	7.94	eV
electronic energy	-18132.0795	eV
net charge	0
energy relative to the best compared isomer or geometry (same formula, charge and spin)	98.2	kJ/mol
structure (SMILES)	c1ccc([C@@H]2N=P2)cc1
M	135.11	g/mol

```
15
Properties=species:S:1:pos:R:3:forces:R:3
C -1.81512 -1.17051 -0.21247 3.01 0.50 0.38
C -0.91285 -1.51869 0.77193 -0.29 -1.29 2.46
C -1.40329 -0.24922 -1.15771 1.02 -0.48 2.00
C 0.24139 -0.77112 1.03208 1.61 -0.07 1.49
C -0.22371 0.45253 -0.92641 -0.78 -1.48 1.96
C 0.57883 0.30402 0.22781 0.01 1.78 -1.34
C 1.79458 1.37748 0.46680 -2.61 -3.15 -2.48
N 1.73698 2.71985 -0.04969 -0.35 0.27 -0.02
P 2.67260 1.89982 -1.05230 0.04 -0.02 0.69
H -2.67383 -1.71525 -0.25853 -2.38 -1.25 -0.50
H -1.19765 -2.39383 1.47890 0.67 1.64 -1.22
H -2.02071 -0.20286 -1.98504 -0.80 0.91 -1.85
H 0.96554 -0.98345 1.89270 -1.41 -0.04 -1.10
H 0.03412 1.16473 -1.58933 0.85 2.43 -2.29
H 2.22313 1.08650 1.36125 1.41 0.24 1.82
```
Positions in Å, forces in eV/Å.

# 8
Computed, not measured: a molecular structure, C7H6O, with ωB97M-V with the def2-TZVPD basis set.

Properties
Kohn-Sham gap	9.44	eV
electronic energy	-9393.8147	eV
net charge	0
energy relative to the best compared isomer or geometry (same formula, charge and spin)	811.0	kJ/mol
M	106.12	g/mol

```
14
Properties=species:S:1:pos:R:3:forces:R:3
C 1.63831 0.17290 0.97690 -0.50 0.73 0.25
C 0.39106 0.61973 0.02764 1.36 -0.21 -0.63
C 1.68841 1.57115 0.53830 -0.35 -2.75 -1.03
C 1.02113 -0.31148 -0.89246 -1.95 3.70 3.54
C 2.32006 0.09171 -0.33064 -0.05 0.25 0.15
C -0.81077 -0.29699 -0.05130 -1.31 0.10 2.07
C -2.23524 0.20993 -0.36685 0.16 -1.05 2.40
O -0.08801 -1.06717 -1.02467 0.65 -2.11 -2.66
H 1.47671 -0.52105 1.82008 0.13 0.45 -0.73
H 3.30119 -0.18319 -0.52144 1.60 -0.36 -0.37
H -0.85139 -1.03937 0.81325 -0.25 1.11 -0.88
H -2.41529 1.21621 -0.76291 0.54 -0.45 -0.06
H -2.69775 0.11367 0.67832 0.26 0.67 -1.43
H -2.73843 -0.57604 -0.90423 -0.30 -0.07 -0.61
```
Positions in Å, forces in eV/Å.

> net charge of number 7 (C7H6NP)?

0

> What is the M in the seventh record?

135.11 g/mol